Molecular formula: C24H28FN2O17SZn
Method: DFT, the ωB97M-V functional and the def2-TZVPD basis

```
74
Properties=species:S:1:pos:R:3:lowdin_charge:R:1
Zn 1.147 -1.203 2.340 0.813
S 2.134 -3.534 2.665 0.485
F -0.091 -0.002 2.108 -0.442
O -4.160 0.877 -1.894 0.039
O 2.701 -1.559 -2.289 0.168
O -1.735 2.543 1.170 0.049
O 3.424 -1.427 -0.185 0.033
O -5.642 -5.866 1.019 0.044
O 2.615 -2.114 3.321 -0.475
O -3.747 2.438 -3.343 0.081
O 1.842 -4.465 3.744 -0.342
O 3.923 1.935 -1.608 0.131
O -0.731 4.198 2.380 0.148
O -3.935 -5.843 2.317 0.100
O -1.886 2.575 3.352 0.073
O 2.533 1.890 0.117 0.055
O 2.797 3.780 -1.066 0.080
O 0.768 -3.076 1.737 -0.502
O 4.852 -1.771 -1.796 0.100
O 3.120 -3.962 1.666 -0.368
N -3.390 1.623 -2.543 -0.328
N -4.502 -5.543 1.319 -0.378
C 4.698 -1.455 0.478 -0.080
C -2.399 -4.443 0.488 0.011
C 3.569 -1.622 -1.512 -0.601
C -3.916 -3.513 -1.732 -0.066
C 6.313 -0.018 -0.898 -0.031
C -2.784 1.505 3.001 -0.288
C 1.764 4.163 -0.071 -0.216
C -2.528 -3.236 -1.529 -0.061
C 0.730 4.949 -0.885 -0.003
C -1.428 0.458 -1.530 -0.042
C -0.111 0.120 -1.572 -0.030
C -1.757 -3.641 -0.422 -0.053
C -2.569 1.422 1.466 -0.083
C -1.919 1.463 -2.337 -0.145
C -4.137 2.025 3.395 -0.040
C -1.379 3.208 2.280 -0.585
C -4.540 -4.210 -0.733 -0.041
C 1.380 2.750 0.466 -0.049
C 5.700 -1.373 -0.703 -0.293
C -3.784 -4.710 0.327 -0.127
C 3.157 2.536 -0.924 -0.615
C 0.242 1.903 -3.194 -0.056
C -1.116 2.145 -3.185 -0.039
C 0.778 0.865 -2.410 -0.024
H -3.526 1.597 0.968 0.128
H 0.284 -0.653 -0.899 0.120
H 2.321 4.834 0.622 0.162
H -5.607 -4.445 -0.812 0.118
H -4.457 -3.057 -2.592 0.118
H -1.517 2.885 -3.848 0.116
H 7.112 0.114 -0.210 0.075
H 5.516 0.715 -0.923 0.059
H -4.854 1.194 3.235 0.100
H -0.027 5.176 -0.146 0.081
H -2.096 0.520 1.095 0.098
H -2.647 0.596 3.557 0.147
H -0.713 -3.396 -0.315 0.095
H -4.164 2.251 4.451 0.082
H 1.203 2.837 1.507 0.108
H -4.404 2.902 2.787 0.099
H 0.325 4.359 -1.663 0.055
H 6.896 0.063 -1.819 0.091
H 1.796 0.491 -2.431 0.088
H 4.773 -0.530 1.101 0.139
H 0.476 2.464 -0.046 0.105
H 1.107 5.838 -1.336 0.076
H -1.884 -4.940 1.305 0.124
H 6.531 -2.079 -0.562 0.149
H 4.767 -2.361 1.183 0.136
H -2.089 -0.141 -0.959 0.095
H 0.920 2.534 -3.821 0.130
H -2.041 -2.550 -2.224 0.095
```

The LUMO energy comes out at 0.047 Eh. Its total charge is -1. Its orbital gap is 8.14 eV. The calculation puts the energy above the lowest of the compared OMol25 structures with the same formula, charge and spin at 14.5 kJ/mol.

=====

Molecular formula: C6H12Cl6
Method: DFT, the ωB97M-V functional and the def2-TZVPD basis

```
24
Properties=species:S:1:pos:R:3:nbo_charge:R:1
Cl 2.572 -3.423 0.546 -0.065
Cl -0.256 0.028 2.229 -0.056
Cl -4.014 0.950 2.871 -0.021
Cl 1.227 0.679 -1.669 -0.058
Cl -2.538 3.273 -0.320 -0.087
Cl 3.782 -1.850 -3.366 -0.064
C -2.955 2.825 1.368 -0.355
C 3.038 -2.940 -2.156 -0.386
C 0.206 1.058 -0.245 -0.383
C 0.133 -0.245 0.524 -0.387
C -3.806 1.622 1.292 -0.417
C 3.164 -2.318 -0.748 -0.404
H -0.753 1.386 -0.553 0.228
H -2.032 2.788 1.842 0.223
H 2.711 -1.268 -0.662 0.242
H -3.461 3.715 1.817 0.221
H -4.785 1.898 0.870 0.227
H -0.436 -0.960 -0.018 0.219
H 4.256 -2.271 -0.583 0.222
H 0.699 1.725 0.492 0.225
H 3.464 -3.907 -2.364 0.228
H -3.288 0.963 0.670 0.214
H 1.108 -0.651 0.644 0.214
H 1.963 -3.076 -2.480 0.218
```

As for the SMILES: ClCCCl.ClCCCl.ClCCCl. The LUMO energy comes out at 0.026 Eh. Its orbital gap is 11.60 eV. The calculation puts the energy above the lowest of the compared OMol25 structures with the same formula, charge and spin at 84.6 kJ/mol.

=====

Molecular formula: C43H96F10N12O25S10
Method: DFT, the ωB97M-V functional and the def2-TZVPD basis

```
196
Properties=species:S:1:pos:R:3:lowdin_charge:R:1
S 4.361 7.411 -1.355 0.609
S 3.077 -4.094 -6.966 0.598
S -8.427 -6.803 -4.096 0.382
S -7.309 -8.083 -2.502 0.651
S 1.097 -4.223 -8.222 0.371
S -3.207 1.120 10.725 0.436
S -6.980 4.971 2.121 0.467
S -8.303 3.932 0.646 0.518
S 5.961 6.301 -2.776 0.386
S -2.499 0.720 12.917 0.578
F -6.992 6.444 2.903 -0.267
F 2.988 8.131 -1.625 -0.205
F 6.623 6.405 -4.314 -0.260
F 4.533 -4.267 -7.641 -0.221
F -3.426 0.011 14.085 -0.233
F -9.451 4.299 -0.484 -0.251
F -8.735 -6.765 -5.715 -0.260
F 0.440 -3.628 -9.574 -0.247
F -7.525 -9.623 -2.083 -0.217
F -4.512 1.697 9.911 -0.255
O 1.502 -6.188 6.821 0.179
O 5.638 4.861 -2.690 -0.342
O 1.133 -5.582 -8.691 -0.285
O -3.254 -0.237 10.211 -0.331
O -1.651 -0.378 12.454 -0.309
O -7.287 3.462 -0.270 -0.302
O 4.978 8.546 -0.546 -0.328
O -5.851 -7.859 -2.375 -0.333
O -7.554 -5.661 -3.899 -0.319
O 3.897 6.258 -0.664 -0.290
O -2.182 2.032 10.189 -0.327
O -9.067 2.937 1.355 -0.285
O -5.648 5.040 1.500 -0.329
O 2.757 -5.433 -6.411 -0.295
O 4.858 1.114 -9.355 0.141
O -7.188 4.059 3.273 -0.309
O 0.071 -3.761 -7.253 -0.319
O -1.836 1.801 13.628 -0.305
O -9.818 -6.587 -3.698 -0.324
O 2.257 5.279 7.570 0.144
O 3.319 -3.084 -5.960 -0.328
O -3.482 5.160 -5.094 0.133
O 7.056 6.834 -2.034 -0.292
O -8.209 -7.441 -1.480 -0.339
O -0.962 -2.669 2.384 0.152
N 10.938 -2.791 -2.578 -0.225
N 4.855 7.198 -2.986 -0.279
N -7.799 -8.155 -4.217 -0.240
N -4.893 7.188 -5.209 0.101
N 4.285 5.093 8.832 0.107
N 3.688 1.403 -10.209 0.187
N -3.824 1.338 12.100 -0.255
N -0.612 -1.583 1.608 0.116
N -8.134 5.453 1.256 -0.243
N 2.312 -3.427 -8.344 -0.274
N 1.786 -8.069 8.417 0.070
N -11.012 -0.097 7.639 -0.215
C 1.469 -6.553 7.964 -0.285
C 4.868 2.384 -12.225 0.001
C 2.642 2.479 -9.714 -0.349
C 4.773 -0.148 -11.857 -0.025
C 9.867 -1.826 -0.604 -0.167
C 9.947 -3.027 -3.736 0.021
C -13.134 0.548 8.714 -0.144
C -1.398 0.147 -0.010 -0.089
C 0.692 -0.611 3.552 -0.047
C -12.436 -0.519 7.963 -0.109
C -10.500 -0.465 6.197 -0.082
C 0.392 0.743 1.610 -0.163
C -2.525 7.180 -4.075 0.034
C 13.063 -6.110 -3.201 -0.092
C -9.911 -0.840 8.587 0.083
C 2.364 1.991 -8.206 -0.001
C 2.628 1.047 -12.464 -0.088
C -0.084 0.954 0.209 -0.161
C 4.298 5.726 6.342 0.015
C 11.943 -5.121 -3.181 -0.254
C 1.886 -1.267 1.419 0.010
C 0.782 -5.620 8.984 0.029
C -2.867 -1.893 0.739 0.019
C 1.705 2.344 -12.119 -0.132
C -1.378 -1.375 0.326 -0.392
C 1.416 2.399 -10.615 -0.158
C -3.680 6.362 -4.774 -0.275
C 3.212 3.957 -9.843 0.014
C 11.291 -1.235 -2.541 -0.040
C -6.192 6.571 -4.688 0.042
C -12.066 1.651 8.911 -0.138
C -10.446 -2.468 4.445 -0.078
C 10.281 -3.122 -1.206 -0.099
C 3.520 5.270 7.516 -0.314
C 0.602 -0.749 2.070 -0.419
C -0.634 -2.184 -0.742 0.020
C 2.699 -8.867 7.549 0.021
C 10.873 -0.812 -1.080 -0.136
C 12.218 -3.658 -2.850 -0.093
C 3.983 1.182 -11.710 -0.414
C -10.502 -2.005 5.942 -0.229
C 3.567 4.243 9.970 0.078
C -11.023 1.372 7.820 -0.119
H -9.613 -2.495 6.338 0.096
H 9.738 -1.774 0.477 0.131
H -12.467 2.656 9.043 0.127
H -9.770 -0.401 9.575 0.104
H -4.914 7.382 -6.200 0.183
H 12.808 -3.379 -1.977 0.135
H 2.080 0.105 -12.430 0.128
H -0.240 -0.255 3.990 0.105
H -2.997 -2.971 0.834 0.091
H -2.234 0.459 0.617 0.127
H 8.908 -1.537 -1.034 0.123
H 2.737 3.749 9.464 0.099
H -11.308 -2.287 3.803 0.076
H 0.226 -1.629 -1.116 0.093
H 2.766 -1.373 2.053 0.101
H -10.432 -1.783 8.754 0.085
H 1.678 -2.234 0.961 0.085
H -13.510 0.230 9.687 0.126
H -13.902 1.146 8.223 0.125
H 0.718 -1.566 4.076 0.086
H -10.383 -3.556 4.479 0.076
H -3.176 -1.504 1.709 0.087
H 2.325 3.163 -12.486 0.090
H -7.111 6.847 -5.205 0.111
H -1.584 0.427 -1.047 0.138
H 0.770 0.801 -0.450 0.118
H 2.205 -0.687 0.553 0.091
H 0.623 -6.082 9.958 0.084
H 13.388 -6.157 -4.240 0.084
H 11.474 -5.147 -4.165 0.112
H -0.351 1.148 2.298 0.122
H 5.055 4.487 8.583 0.155
H 11.230 -5.551 -2.477 0.112
H 5.455 2.026 -13.071 0.098
H -3.569 -1.459 0.027 0.102
H 1.216 1.420 1.836 0.141
H -12.975 -0.710 7.036 0.144
H -4.864 8.131 -4.848 0.165
H 3.602 -8.256 7.555 0.116
H -9.480 -0.150 5.977 0.141
H -0.363 2.008 0.220 0.131
H 2.416 4.695 -9.750 0.102
H 3.246 2.017 -7.565 0.075
H 0.751 2.222 -12.631 0.121
H 9.610 -3.952 -1.428 0.132
H 3.731 4.236 -10.761 0.067
H 2.177 0.919 -8.161 0.092
H -1.895 6.505 -3.496 0.100
H -8.949 -0.969 8.092 0.103
H -11.212 0.008 5.521 0.131
H -2.827 8.051 -3.493 0.087
H -0.347 -3.181 -0.405 0.103
H 3.982 4.222 -9.118 0.096
H -6.352 6.861 -3.650 0.117
H 10.691 -0.734 -3.300 0.122
H 3.236 4.976 10.705 0.108
H 2.867 1.021 -13.527 0.125
H -10.016 1.759 7.971 0.148
H -11.219 -2.587 6.522 0.102
H 5.717 2.669 -11.604 0.102
H 12.646 -3.169 -3.726 0.132
H 1.582 -0.098 3.917 0.111
H 5.115 5.028 6.156 0.097
H 2.162 -8.907 6.602 0.112
H -12.305 -1.458 8.503 0.125
H 4.795 6.696 6.367 0.115
H 2.226 -8.115 9.325 0.166
H 0.823 1.492 -10.502 0.131
H 10.470 0.199 -1.147 0.128
H -9.572 -2.117 3.897 0.079
H -0.172 -5.211 8.650 0.111
H 13.830 -5.939 -2.444 0.089
H 5.803 -0.150 -11.501 0.091
H 3.680 5.786 5.446 0.114
H 12.759 -7.156 -3.179 0.087
H 4.974 -0.248 -12.923 0.094
H -6.120 5.488 -4.790 0.107
H 4.338 3.247 -12.629 0.079
H 9.040 -2.470 -3.503 0.110
H 10.345 -2.711 -4.701 0.117
H 1.642 2.563 -7.623 0.094
H 4.707 5.954 9.148 0.179
H 4.199 3.470 10.407 0.102
H 12.347 -1.083 -2.763 0.124
H -1.319 -2.265 -1.585 0.119
H 1.471 -4.821 9.254 0.103
H 11.841 -0.863 -0.582 0.119
H 0.650 3.165 -10.489 0.133
H -11.442 1.768 6.895 0.138
H 0.920 -8.582 8.501 0.175
H -11.587 1.479 9.875 0.107
H 9.692 -4.086 -3.711 0.093
H 11.036 -3.622 -0.599 0.132
H 2.735 -9.849 8.021 0.117
H 4.220 -1.060 -11.631 0.105
H -1.881 7.586 -4.855 0.097
```

The LUMO energy comes out at -0.280 Eh. Its total charge is +2. Its orbital gap is 1.29 eV.

=====

Molecular formula: C33H19Br2ErN5O7
Method: DFT, the ωB97M-V functional and the def2-TZVPD basis

```
67
Properties=species:S:1:pos:R:3:nbo_charge:R:1
Er 0.381 -15.419 8.590 2.014
Br -2.437 -9.462 5.206 0.039
Br -4.412 -14.502 6.719 0.063
O 7.623 -16.334 7.646 -0.733
O 1.993 -15.864 4.712 -0.606
O -1.618 -14.695 8.118 -0.825
O 0.680 -15.405 6.473 -0.863
O 6.955 -16.180 5.489 -0.728
O 3.136 -18.433 14.787 -0.729
O 3.507 -20.115 13.373 -0.727
N 0.122 -14.376 10.857 -0.522
N 0.595 -17.897 8.151 -0.516
N 2.726 -15.661 8.171 -0.595
N 0.396 -12.920 8.062 -0.507
N 1.139 -16.774 10.542 -0.526
C 2.470 -18.169 12.548 -0.016
C 2.213 -18.742 11.289 -0.216
C 0.673 -14.241 13.163 -0.227
C -1.817 -13.577 7.466 0.325
C -0.931 -11.363 6.777 -0.141
C 0.708 -14.913 11.945 0.216
C 0.997 -19.426 6.372 -0.245
C 4.289 -15.849 6.328 -0.210
C 0.352 -18.324 6.912 0.086
C 5.378 -15.981 7.212 -0.024
C 0.135 -10.434 6.861 -0.128
C -0.764 -12.603 7.382 0.175
C 5.066 -15.965 8.582 -0.191
C 3.129 -18.994 13.701 0.731
C 2.044 -16.855 12.771 -0.171
C 2.626 -12.459 8.820 -0.655
C -0.536 -12.471 12.128 -0.255
C 1.605 -18.001 10.293 0.174
C 1.368 -12.063 8.110 0.267
C -3.139 -12.026 6.160 -0.215
C 3.775 -15.804 9.011 0.007
C 1.353 -16.237 11.755 0.136
C 0.080 -13.000 13.237 -0.139
C 1.890 -20.128 7.176 -0.134
C 1.824 -15.676 5.889 0.764
C 3.010 -15.746 6.842 0.078
C -0.507 -13.203 10.977 0.080
C -2.161 -11.096 6.141 -0.102
C -2.991 -13.256 6.817 -0.162
C 6.839 -16.162 6.715 0.728
C 1.435 -18.576 8.943 0.197
C 2.100 -19.713 8.488 -0.215
C 1.255 -10.775 7.510 -0.213
H -0.324 -17.702 6.354 0.230
H 3.518 -15.810 10.075 0.193
H 1.074 -14.671 14.046 0.233
H 2.199 -16.455 13.769 0.249
H -1.052 -12.912 10.079 0.222
H 2.586 -19.749 11.216 0.261
H 4.458 -15.921 5.255 0.275
H 3.348 -12.934 8.165 0.256
H 5.874 -16.098 9.254 0.246
H 2.787 -20.200 9.148 0.239
H 0.011 -9.461 6.405 0.231
H -4.080 -11.849 5.607 0.238
H 2.443 -13.127 9.658 0.226
H 0.837 -19.707 5.345 0.234
H -1.063 -11.509 12.172 0.230
H 2.121 -10.110 7.590 0.217
H 0.125 -12.515 14.201 0.224
H 2.500 -20.948 6.785 0.230
H 3.154 -11.580 9.228 0.225
```

As for the multiplicity: 4. The expectation value of S² is 3.75. The LUMO energy (spin up / spin down) comes out at 0.026 / 0.026 Eh. Its total charge is -1. Its orbital gap (spin up / spin down) is 6.51 / 6.51 eV. The calculation puts the energy above the lowest of the compared OMol25 structures with the same formula, charge and spin at 0.0 kJ/mol.

=====

Molecular formula: C3H8NO2
Method: DFT, the ωB97M-V functional and the def2-TZVPD basis

```
14
Properties=species:S:1:pos:R:3:nbo_charge:R:1
O 0.602 1.335 -1.679 -0.564
O 0.348 -0.893 -1.946 -0.646
N 0.209 1.212 0.912 -0.672
C -0.288 -1.238 0.759 -0.657
C -0.423 0.106 0.078 -0.147
C 0.240 0.257 -1.302 0.774
H -1.475 0.364 -0.040 0.260
H 0.584 -1.331 1.405 0.230
H -0.226 -2.054 0.039 0.279
H 0.522 -0.743 -2.889 0.529
H -1.170 -1.474 1.347 0.249
H 0.434 0.897 1.857 0.447
H -0.414 2.015 1.018 0.453
H 1.057 1.546 0.441 0.467
```

As for the SMILES: C[C@@H]([NH3+])C(=O)O. The LUMO energy comes out at -0.138 Eh. Its total charge is +1. Its orbital gap is 11.82 eV. The calculation puts the energy above the lowest of the compared OMol25 structures with the same formula, charge and spin at 50.5 kJ/mol.

=====

Molecular formula: C6H22K2NO8
Method: DFT, the ωB97M-V functional and the def2-TZVPD basis

```
39
Properties=species:S:1:pos:R:3:lowdin_charge:R:1
K 2.919 -2.040 2.540 1.107
K 3.996 0.855 2.435 1.095
O 0.800 -2.500 2.921 -0.154
O 1.351 -0.980 1.901 -0.313
O 2.105 0.964 1.585 -0.253
O -0.875 -2.611 -1.861 -0.013
O 0.041 0.523 1.293 -0.030
O -1.710 1.042 1.239 -0.038
O 2.130 1.428 -0.531 -0.015
O 0.432 2.683 2.525 -0.022
N 1.162 0.159 1.549 -0.430
C -0.813 1.694 -0.775 -0.042
C 0.375 -1.163 -0.329 -0.026
C -2.074 1.239 -0.065 -0.402
C -0.323 -1.298 -1.691 -0.493
C -2.686 -0.094 -0.664 -0.022
C 0.510 -0.886 -2.877 -0.035
H -1.958 -0.899 -0.762 0.028
H 0.964 0.102 -2.797 0.078
H 2.063 1.065 0.352 -0.150
H -1.103 0.298 1.235 -0.055
H -0.257 -1.630 0.427 0.111
H 0.662 -1.568 2.751 -0.069
H -3.209 0.044 -1.610 0.100
H 1.262 -1.787 -0.219 0.109
H 0.492 -0.099 -0.125 0.046
H -0.118 2.182 -0.091 0.068
H 1.308 -1.580 -3.139 0.084
H -0.258 0.849 -1.182 0.033
H -0.980 2.353 -1.627 0.109
H 0.795 -2.906 2.054 0.049
H 1.610 2.231 -0.501 0.047
H -0.358 2.862 2.015 0.042
H -0.030 -0.842 -3.823 0.086
H 0.662 1.781 2.302 -0.017
H -1.160 -0.600 -1.676 0.053
H -2.776 2.048 -0.270 0.141
H -1.519 -2.483 -2.562 0.099
H -3.433 -0.437 0.051 0.093
```

The LUMO energy comes out at -0.174 Eh. Its total charge is +1. Its orbital gap is 6.96 eV.

=====

So what do the calculations give for total energy? Going down the list: -125099.3488; -81551.1329; -250694.1162; -224028.6847; -8819.4285; -57077.4262 eV.
So what do the calculations give for M? Going down the list: 732.9; 296.9; 1692.0; 924.6; 90.1; 314.4 g mol⁻¹.